C40H80F21N5O16PS5 | ωB97M-V/def2-TZVPD

Atoms and positions in Å:
C 1.629 -0.074 0.433
C 0.382 -0.835 0.876
O 0.498 -1.922 1.534
N -0.959 -0.147 0.755
H -1.226 0.481 1.500
H -1.029 0.420 -0.078
C -2.111 -1.198 0.570
H 1.574 -0.104 -0.655
H 2.481 -0.697 0.704
H 1.774 0.914 0.872
H -1.848 -1.845 -0.267
H -3.018 -0.659 0.294
H -2.083 -1.736 1.517
C 1.843 -1.908 4.523
C 0.951 -3.116 4.708
C -0.108 -2.908 5.824
N -1.280 -3.954 5.847
C -0.681 -5.386 5.827
C -2.303 -3.772 4.656
C -3.620 -4.069 5.333
C -3.442 -4.272 6.827
C -2.061 -3.692 7.154
H 2.036 -1.405 5.471
H 1.260 -1.162 3.981
H 2.700 -2.215 3.924
H 1.671 -3.869 5.026
H 0.441 -3.416 3.792
H -0.545 -1.921 5.673
H 0.174 -2.909 6.877
H -0.097 -5.700 6.692
H -0.196 -5.473 4.854
H -1.479 -6.117 5.696
H -2.087 -4.471 3.848
H -2.228 -2.716 4.397
H -4.055 -5.015 5.013
H -4.476 -3.421 5.146
H -3.571 -5.296 7.177
H -4.174 -3.647 7.339
H -1.551 -4.254 7.936
H -2.086 -2.630 7.400
C 3.036 3.617 -0.987
C 4.265 4.254 -1.570
C 4.773 3.285 -2.714
N 6.242 3.514 -3.110
C 7.064 2.917 -1.921
C 6.521 2.779 -4.431
C 7.713 3.463 -5.074
C 8.019 4.805 -4.392
C 6.777 4.966 -3.391
H 3.363 2.670 -0.558
H 2.346 3.431 -1.810
H 2.701 4.242 -0.159
H 4.847 4.551 -0.697
H 4.014 5.219 -2.009
H 4.231 3.355 -3.657
H 4.624 2.275 -2.333
H 6.604 3.286 -1.005
H 8.087 3.290 -1.971
H 7.041 1.831 -2.017
H 6.471 1.697 -4.308
H 5.704 3.062 -5.095
H 8.591 2.820 -5.010
H 7.581 3.551 -6.153
H 8.906 4.713 -3.765
H 8.135 5.639 -5.084
H 7.145 5.434 -2.478
H 5.954 5.435 -3.931
C 2.625 -4.468 0.508
C 2.078 -3.884 -0.812
C 2.171 -4.946 -1.906
N 1.455 -4.559 -3.191
C 1.986 -3.178 -3.774
C -0.083 -4.507 -3.054
C -0.539 -5.951 -3.430
C 0.662 -6.801 -3.864
C 1.611 -5.675 -4.266
H 3.622 -4.842 0.277
H 2.009 -5.261 0.933
H 2.754 -3.626 1.189
H 2.612 -3.006 -1.175
H 1.079 -3.560 -0.521
H 1.817 -5.899 -1.512
H 3.183 -5.068 -2.292
H 1.631 -2.503 -2.995
H 1.546 -3.157 -4.771
H 3.072 -3.269 -3.811
H -0.410 -3.788 -3.805
H -0.316 -4.174 -2.043
H -1.266 -6.065 -4.234
H -1.000 -6.351 -2.527
H 0.390 -7.518 -4.638
H 1.116 -7.323 -3.022
H 1.352 -5.232 -5.227
H 2.646 -6.005 -4.360
C -0.412 5.550 -2.476
C -1.377 4.501 -1.990
C -2.881 5.010 -1.876
N -3.891 3.959 -1.359
C -4.142 3.007 -2.529
C -5.211 4.674 -0.961
C -5.033 4.855 0.568
C -4.448 3.516 1.077
C -3.486 3.186 -0.104
H 0.549 5.147 -2.795
H -0.229 6.265 -1.674
H -0.882 6.056 -3.319
H -0.934 4.261 -1.024
H -1.381 3.571 -2.558
H -3.233 5.387 -2.836
H -3.034 5.809 -1.151
H -4.565 3.500 -3.404
H -4.871 2.257 -2.222
H -3.240 2.471 -2.824
H -6.134 4.148 -1.202
H -5.300 5.636 -1.465
H -5.969 5.120 1.060
H -4.342 5.679 0.748
H -5.342 2.913 1.239
H -3.938 3.725 2.018
H -3.367 2.136 -0.373
H -2.508 3.541 0.219
C 0.632 0.889 -3.845
F 1.622 1.285 -3.096
F 0.035 1.919 -4.535
F 1.063 -0.037 -4.676
S -0.807 0.159 -2.859
O -0.799 0.929 -1.630
O -2.080 0.331 -3.657
O -0.498 -1.266 -2.658
C 0.413 4.238 2.129
F 1.714 4.137 2.582
F 0.280 3.375 1.116
F -0.395 3.847 3.112
S 0.016 5.990 1.561
O -1.396 5.938 1.171
O 0.265 6.755 2.780
O 0.943 6.230 0.443
C -3.393 2.057 5.048
F -2.655 3.127 4.994
F -3.819 1.817 6.261
F -4.472 2.271 4.283
S -2.445 0.547 4.257
O -1.999 1.035 2.941
O -1.302 0.356 5.170
O -3.362 -0.590 4.261
C 4.998 -0.765 -1.751
F 5.869 -0.224 -2.613
F 3.743 -0.461 -1.971
F 5.295 -2.076 -1.784
S 5.403 -0.264 0.061
O 6.849 -0.432 0.113
O 5.068 1.154 0.152
O 4.742 -1.130 1.027
C -4.986 -3.629 1.484
F -4.312 -4.015 0.457
F -4.388 -4.223 2.544
F -4.905 -2.327 1.578
S -6.903 -4.150 1.371
O -6.947 -5.364 0.573
O -7.402 -4.318 2.737
O -7.535 -3.110 0.612
P -6.896 0.169 -1.377
F -5.241 0.018 -1.197
F -6.782 1.704 -0.943
F -6.682 0.552 -2.892
F -8.445 0.178 -1.655
F -6.951 -1.453 -1.620
F -7.209 -0.420 0.111

HOMO-LUMO gap: 5.3 eV
electronic energy: -203522.905 eV
HOMO: -4.6312 eV
total charge: -1


C40H80N8 | ωB97M-V/def2-TZVPD

Atoms and positions in Å:
C -4.381 2.097 8.473
C -3.491 2.795 7.657
C -2.206 2.246 7.778
N -2.244 1.251 8.738
C -3.534 1.200 9.178
H -5.420 2.359 8.605
H -3.806 3.591 6.999
H -1.331 2.581 7.241
H -1.487 0.650 9.028
H -3.755 0.368 9.831
C -6.381 -1.541 -4.258
C -7.181 -0.400 -3.885
C -6.344 0.639 -3.645
N -5.054 0.087 -3.655
C -5.088 -1.233 -3.949
H -6.846 -2.456 -4.596
H -8.258 -0.353 -3.947
H -6.473 1.707 -3.544
H -4.234 0.670 -3.573
H -4.198 -1.836 -4.046
C -0.873 10.404 -0.595
C -1.572 11.134 -1.531
C -2.791 11.394 -1.010
N -2.938 10.613 0.060
C -1.770 9.969 0.312
H 0.195 10.245 -0.587
H -0.988 11.504 -2.361
H -3.635 11.952 -1.386
H -3.727 10.511 0.682
H -1.737 9.369 1.209
C 6.941 0.906 -2.362
C 6.432 1.090 -3.668
C 6.180 2.371 -3.955
N 6.796 3.095 -2.924
C 7.245 2.200 -1.981
H 7.211 -0.010 -1.858
H 6.129 0.256 -4.284
H 5.760 2.900 -4.798
H 6.920 4.091 -2.814
H 7.668 2.693 -1.119
C -2.496 -4.699 2.480
C -4.022 -4.597 2.503
N -4.569 -4.919 3.796
C -4.232 -6.198 4.432
C -4.352 -7.448 3.563
C -4.298 -3.805 4.772
C -5.303 -3.827 5.900
H -2.205 -4.377 1.480
H -2.173 -5.726 2.654
H -2.025 -3.976 3.146
H -4.398 -3.632 2.162
H -4.401 -5.315 1.776
H -3.216 -6.035 4.790
H -4.868 -6.280 5.314
H -3.686 -7.581 2.710
H -4.110 -8.282 4.222
H -5.369 -7.618 3.210
H -4.430 -2.855 4.255
H -3.248 -3.834 5.066
H -5.077 -4.622 6.610
H -6.328 -3.881 5.533
H -5.298 -2.927 6.516
C -0.170 -5.056 -10.102
C 1.274 -5.235 -9.626
N 1.347 -5.184 -8.165
C 0.477 -6.147 -7.490
C 0.942 -7.581 -7.788
C 2.738 -5.052 -7.815
C 2.962 -4.701 -6.328
H -0.633 -4.155 -9.698
H -0.824 -5.881 -9.820
H -0.223 -5.130 -11.188
H 1.664 -6.188 -9.982
H 1.907 -4.455 -10.048
H 0.366 -6.005 -6.415
H -0.527 -6.071 -7.907
H 0.186 -8.281 -7.433
H 0.995 -7.902 -8.828
H 1.889 -7.921 -7.370
H 3.258 -4.307 -8.418
H 3.236 -6.008 -7.980
H 2.391 -3.782 -6.192
H 4.044 -4.590 -6.254
H 2.601 -5.427 -5.599
C 1.055 3.595 -1.501
C -0.076 2.697 -2.012
N -0.831 1.860 -1.100
C -1.623 2.694 -0.204
C -2.649 1.943 0.644
C -0.162 0.763 -0.442
C 0.694 -0.084 -1.374
H 1.429 4.195 -2.331
H 1.849 2.977 -1.083
H 0.651 4.294 -0.769
H -0.769 3.264 -2.634
H 0.267 2.003 -2.779
H -0.956 3.115 0.549
H -2.162 3.469 -0.750
H -3.243 1.281 0.014
H -2.132 1.367 1.411
H -3.208 2.615 1.295
H -0.913 0.049 -0.102
H 0.458 1.017 0.418
H 0.103 -0.575 -2.147
H 1.170 -0.934 -0.885
H 1.543 0.437 -1.816
C 4.382 0.189 4.086
C 5.551 1.126 4.405
N 5.133 2.470 4.904
C 6.295 3.428 4.939
C 7.366 2.884 5.958
C 4.033 2.928 4.001
C 3.448 4.282 4.434
H 3.533 0.486 4.702
H 4.760 -0.810 4.303
H 4.034 0.255 3.055
H 6.278 0.600 5.024
H 6.083 1.170 3.455
H 5.924 4.422 5.188
H 6.671 3.549 3.923
H 8.267 3.496 5.918
H 7.735 1.919 5.614
H 6.997 2.797 6.980
H 4.365 3.009 2.966
H 3.155 2.283 4.021
H 3.409 4.237 5.523
H 4.080 5.162 4.313
H 2.477 4.462 3.974

SMILES string: c1cc[nH]c1.c1cc[nH]c1.c1cc[nH]c1.c1cc[nH]c1.CCN(CC)CC.CCN(CC)CC.CCN(CC)CC.CCN(CC)CC
HOMO-LUMO gap: 8.3 eV
electronic energy: -54692.744 eV
HOMO: -7.9533 eV
total charge: 0
relative energy (zero: lowest compared OMol25 entry of this formula, charge and spin): 3.4989 eV


C40H80O10 | ωB97M-V/def2-TZVPD

Atoms and positions in Å:
C 10.253 -20.865 -1.194
C 10.383 -19.785 -2.280
C 11.278 -18.745 -1.599
O 11.977 -19.443 -0.565
C 11.698 -20.825 -0.682
H 9.973 -21.776 -1.721
H 9.620 -20.627 -0.339
H 9.436 -19.365 -2.617
H 10.845 -20.289 -3.128
H 10.645 -17.986 -1.138
H 11.965 -18.293 -2.316
H 11.806 -21.294 0.294
H 12.319 -21.368 -1.408
C 20.020 -17.103 -3.371
C 19.975 -18.475 -2.697
C 18.500 -18.700 -2.573
O 18.000 -18.264 -3.819
C 18.784 -17.161 -4.316
H 20.968 -16.859 -3.842
H 19.819 -16.374 -2.582
H 20.644 -18.539 -1.838
H 20.366 -19.256 -3.360
H 18.036 -18.177 -1.718
H 18.135 -19.690 -2.285
H 18.196 -16.247 -4.342
H 19.096 -17.470 -5.313
C 16.127 -23.630 -8.422
C 16.557 -24.914 -9.092
C 17.798 -25.353 -8.329
O 18.361 -24.166 -7.793
C 17.362 -23.161 -7.627
H 15.384 -23.892 -7.661
H 15.537 -22.981 -9.068
H 16.787 -24.914 -10.161
H 15.784 -25.683 -9.006
H 18.539 -25.803 -8.993
H 17.559 -26.129 -7.591
H 17.792 -22.209 -7.938
H 17.050 -23.073 -6.584
C 7.755 -21.993 -6.257
C 9.267 -21.977 -6.536
C 9.889 -22.159 -5.145
O 8.868 -21.925 -4.199
C 7.621 -22.257 -4.779
H 7.101 -22.657 -6.825
H 7.393 -20.990 -6.491
H 9.528 -20.995 -6.939
H 9.708 -22.690 -7.234
H 10.831 -21.633 -5.012
H 10.100 -23.239 -5.063
H 6.809 -21.667 -4.347
H 7.366 -23.293 -4.520
C 15.048 -18.647 -6.058
C 13.536 -18.916 -5.898
C 13.430 -20.438 -6.219
O 14.459 -20.693 -7.153
C 15.561 -19.925 -6.704
H 15.510 -18.423 -5.098
H 15.228 -17.783 -6.700
H 12.912 -18.380 -6.613
H 13.219 -18.675 -4.883
H 12.535 -20.730 -6.776
H 13.609 -21.059 -5.329
H 16.310 -19.747 -7.481
H 16.243 -20.428 -6.000
C 15.424 -16.716 -2.264
C 15.442 -15.418 -3.056
C 14.914 -14.360 -2.047
O 14.276 -15.090 -1.036
C 14.262 -16.503 -1.247
H 16.395 -16.695 -1.766
H 15.269 -17.633 -2.827
H 14.730 -15.401 -3.889
H 16.370 -15.039 -3.486
H 14.255 -13.694 -2.610
H 15.723 -13.781 -1.598
H 13.315 -16.803 -1.690
H 14.515 -16.916 -0.275
C 10.687 -16.180 -9.993
C 10.965 -17.406 -9.133
C 12.146 -18.092 -9.876
O 12.314 -17.453 -11.129
C 11.878 -16.115 -10.955
H 10.502 -15.306 -9.371
H 9.811 -16.356 -10.621
H 10.097 -18.061 -9.097
H 11.275 -17.158 -8.117
H 11.911 -19.149 -10.035
H 13.045 -18.115 -9.249
H 11.550 -15.640 -11.881
H 12.655 -15.436 -10.579
C 15.414 -14.736 -7.537
C 14.008 -15.332 -7.453
C 13.076 -14.154 -7.670
O 13.832 -13.225 -8.413
C 15.203 -13.296 -8.067
H 16.027 -15.335 -8.213
H 15.943 -14.778 -6.583
H 13.799 -15.978 -6.603
H 13.932 -15.964 -8.344
H 12.710 -13.664 -6.756
H 12.158 -14.445 -8.182
H 15.652 -12.601 -7.341
H 15.842 -13.029 -8.913
C 15.878 -17.213 -11.828
C 15.941 -18.747 -11.756
C 16.040 -18.955 -10.257
O 16.837 -17.886 -9.767
C 16.980 -16.895 -10.786
H 14.909 -16.841 -11.499
H 16.133 -16.876 -12.831
H 16.903 -19.074 -12.157
H 15.104 -19.209 -12.274
H 16.439 -19.950 -10.036
H 15.066 -18.917 -9.752
H 17.972 -17.019 -11.228
H 16.869 -15.863 -10.451
C 13.496 -21.755 -10.811
C 14.065 -22.569 -11.971
C 13.500 -23.959 -11.800
O 13.009 -24.056 -10.459
C 12.732 -22.746 -9.909
H 12.860 -20.930 -11.127
H 14.322 -21.347 -10.228
H 15.157 -22.536 -11.931
H 13.871 -22.154 -12.962
H 14.267 -24.731 -11.838
H 12.695 -24.156 -12.510
H 12.990 -22.741 -8.849
H 11.640 -22.657 -9.930

SMILES string: C1CCOC1.C1CCOC1.C1CCOC1.C1CCOC1.C1CCOC1.C1CCOC1.C1CCOC1.C1CCOC1.C1CCOC1.C1CCOC1
HOMO-LUMO gap: 9.9 eV
electronic energy: -63246.182 eV
HOMO: -9.4102 eV
total charge: 0
relative energy (zero: lowest compared OMol25 entry of this formula, charge and spin): 1.9879 eV